[1]
Here is a structure of composition C43H28BrI2N9O5Sr at a distorted geometry from the Open Molecules 2025 dataset. Energies are from ωB97M-V with the def2-TZVPD basis set.

XYZ file:
```
89
Properties=species:S:1:pos:R:3:forces:R:3:mulliken_charge:R:1
I -0.5394 5.7571 -1.2313 -0.340 0.520 0.084 0.022
I -4.2496 1.6777 0.0558 -0.767 0.218 0.057 -0.629
Sr -1.2662 0.9394 -0.5578 -3.737 -0.135 5.370 1.360
Br -2.2710 -2.3282 -7.4455 0.000 -0.005 0.000 -0.227
O 1.1643 3.5793 -2.1805 0.305 -0.559 -0.026 -0.786
O 0.0887 2.6345 -0.4403 2.039 1.255 -0.641 -0.792
O -1.8421 1.9691 -2.6285 0.044 -0.358 -1.056 -0.685
O 0.7074 0.1133 -1.3218 1.213 -0.132 -1.538 -0.165
O -1.6749 -0.2662 -2.4668 -0.018 -0.003 -1.720 -0.972
N -1.6549 0.5951 2.2472 -0.323 -0.272 -0.382 0.219
N -1.6388 -1.5903 0.6120 0.214 -0.412 -0.256 0.413
N -3.1996 -1.1669 2.3878 -0.154 -0.153 -0.240 -0.634
N -0.7226 -3.3200 -1.0228 0.027 0.057 -0.035 -1.203
N 0.9424 0.2223 2.0435 0.136 0.147 -0.089 -0.252
N 0.7402 -2.2947 0.0539 0.054 0.127 -0.261 0.630
N 2.6978 -1.0143 0.9220 -0.051 -0.086 -0.237 -0.310
N -1.9517 1.7179 -6.7918 -0.003 -0.166 0.125 -0.683
N -0.1302 2.0301 3.2987 0.232 0.075 -0.167 -0.771
C -3.4970 0.9497 3.6377 -0.057 -0.121 -0.342 0.146
C -0.8603 -3.6779 1.4363 0.120 0.077 -0.297 -0.422
C 3.1220 1.0077 2.2220 -0.050 -0.206 -0.142 0.130
C -4.0349 2.8994 5.4945 0.071 0.027 -0.027 -0.548
C -0.7154 -2.6518 0.3275 -0.096 -0.281 0.405 2.235
C -1.6333 -5.1435 3.6227 0.011 0.003 -0.096 -0.570
C -1.3488 1.5585 3.0943 0.387 0.000 0.490 0.263
C 0.5355 -3.0217 -1.0969 0.204 0.030 0.250 0.022
C -2.1274 -0.6458 -6.5715 -0.052 -0.030 -0.010 -0.067
C 4.0734 -2.4668 -1.3243 0.074 0.064 0.080 0.032
C 5.0039 2.3877 2.6877 -0.086 -0.031 -0.057 -0.647
C -2.7736 2.8714 4.8958 -0.030 0.104 0.042 -0.250
C 2.2247 -0.0374 1.7144 0.033 0.016 0.065 -0.526
C -2.3205 5.1333 -0.5058 -0.161 0.070 0.087 -0.715
C 4.4815 1.2470 2.0888 0.120 0.018 0.066 -0.077
C -2.3062 -1.9158 1.6738 0.006 0.114 0.215 0.000
C 1.8173 -3.1897 -1.7861 -0.193 -0.034 -0.003 -0.308
C 4.4732 -3.1062 -2.4892 -0.006 -0.006 0.032 -0.602
C -2.8502 0.0623 2.6159 0.137 0.084 0.339 -0.514
C 2.7342 -2.5150 -0.9670 -0.105 0.009 0.054 0.707
C 0.9217 1.3899 2.7277 -0.257 -0.092 0.161 -0.355
C -5.0055 1.9585 5.1635 0.037 -0.102 -0.015 -0.542
C 2.8124 3.0341 3.5049 0.010 0.112 0.019 -0.105
C -1.9127 1.7979 -5.4566 -0.115 0.050 -0.279 -0.054
C -2.3238 -3.9724 3.3188 -0.058 -0.015 0.099 -0.306
C 4.1808 3.2630 3.4057 -0.077 -0.074 0.002 -0.640
C -0.1685 -4.8373 1.7140 0.002 -0.029 0.117 -0.557
C 1.3514 1.1213 -3.4886 -0.021 -0.316 0.064 -2.131
C -4.7348 0.9487 4.2384 -0.091 -0.035 0.067 -0.254
C -2.0552 0.5049 -7.3373 0.029 0.259 0.159 -0.141
C 2.2935 1.9109 2.8826 -0.204 0.010 0.105 0.567
C 3.5560 -3.7826 -3.2981 -0.055 0.005 0.063 -0.631
C -1.8303 0.8269 -3.1224 -0.659 -0.066 -0.520 1.049
C -2.5361 1.9004 3.9471 0.254 0.065 -0.037 0.035
C 2.0500 -1.8679 0.1899 0.116 0.188 0.196 -1.108
C -2.0909 -0.5706 -5.1931 -0.008 -0.004 -0.049 -0.415
C -0.5610 -5.5657 2.8370 0.001 0.056 -0.092 -0.801
C -1.9084 -3.2515 2.2153 -0.149 0.186 0.134 -0.129
C 0.8066 2.6112 -1.5011 0.174 0.514 0.187 -0.140
C 1.3870 1.2190 -1.9690 0.295 0.798 0.120 2.239
C -1.9821 0.6888 -4.6249 0.088 -0.145 0.177 0.321
C 2.2123 -3.8279 -2.9515 -0.061 0.008 0.011 -0.447
C 2.8398 1.2385 -1.5078 -0.073 -0.510 0.206 -2.115
H 4.6196 4.1340 3.8788 -0.027 0.016 -0.031 0.359
H 5.5169 -3.0789 -2.7825 -0.036 0.006 0.018 0.411
H -3.0975 4.8820 -1.2113 0.074 -0.035 0.039 0.331
H -0.0211 -6.4669 3.1081 -0.058 0.024 -0.032 0.385
H -2.1344 -1.4434 -4.5549 0.031 0.013 0.007 0.575
H 2.1570 3.7132 4.0385 0.035 -0.010 -0.062 0.522
H 3.8974 -4.2748 -4.2005 -0.009 0.028 -0.001 0.405
H 1.9943 1.8889 -3.9119 0.052 -0.017 0.043 0.510
H -3.1480 -3.6214 3.9295 0.058 -0.001 -0.045 0.521
H 0.3592 1.2987 -3.8819 -0.104 0.040 -0.083 0.424
H -2.0760 0.4514 -8.4201 -0.010 -0.017 0.012 0.356
H 5.1075 0.5676 1.5213 -0.017 0.013 0.032 0.477
H -2.3326 4.7257 0.4929 0.002 -0.028 -0.049 0.298
H -5.4683 0.1933 3.9806 0.006 0.085 0.002 0.492
H 1.6842 0.1279 -3.8109 0.050 0.060 0.052 0.286
H -1.8192 2.7859 -5.0201 0.021 -0.046 0.017 0.573
H -4.2664 3.6681 6.2249 0.012 -0.026 -0.051 0.375
H 2.8909 1.1907 -0.4207 0.027 0.059 -0.059 0.288
H 6.0570 2.6219 2.5796 0.006 -0.054 0.043 0.391
H -2.0097 3.5990 5.1441 -0.033 -0.033 0.001 0.526
H -0.1056 -0.0778 -1.8639 1.521 -1.092 -0.832 0.151
H -1.9256 -5.7385 4.4798 0.000 0.039 0.016 0.376
H 3.3729 0.3708 -1.9155 -0.004 0.075 0.045 0.311
H -5.9830 2.0153 5.6305 0.044 -0.022 -0.011 0.380
H 1.4857 -4.3415 -3.5708 0.052 0.041 0.018 0.548
H 4.7736 -1.9313 -0.6930 -0.040 -0.014 -0.062 0.477
H 0.6613 -5.1579 1.0938 -0.020 0.002 0.024 0.468
H 3.3099 2.1597 -1.8432 -0.014 0.009 -0.081 0.621
```
Forces are in eV/Å.

## Properties
HOMO-LUMO gap (spin up / spin down) in eV: 5.2 / 5.2
HOMO level (spin up / spin down) in eV: -1.632 / -2.090
Total energy in hartree: -5724.7249
Spin multiplicity: 1
Net charge: -2


[2]
Here is a cluster of 2 separate species, C6H10N2O3 in total at a distorted geometry from the Open Molecules 2025 dataset. Energies are from ωB97M-V with the def2-TZVPD basis set.

XYZ file:
```
21
Properties=species:S:1:pos:R:3:forces:R:3:lowdin_spin:R:1
O -0.2281 0.2373 1.7629 -0.434 -0.510 -1.397 0.025
O 2.0215 3.3842 0.7616 -1.759 2.234 -0.861 0.001
O 3.0726 1.4027 0.9848 1.256 -3.284 -0.285 0.000
N 0.2730 1.0172 -1.5030 4.137 -2.944 1.699 0.141
N 1.1299 -1.1356 -0.7455 -3.408 1.452 0.722 0.339
C -0.9615 -1.7800 0.6816 -1.192 -0.446 0.964 0.011
C 0.2102 -0.2656 -0.6596 -0.376 3.938 -0.417 0.367
C 1.9300 -1.8831 -1.2527 3.809 -2.063 0.232 0.936
C -2.0868 0.3716 0.0683 0.834 -2.649 1.648 0.007
C -0.7861 -0.2954 0.4974 -0.145 -0.202 0.044 0.025
C 2.4765 2.3403 0.7654 0.442 1.000 1.094 0.000
H 1.0819 0.8044 -2.1671 -1.673 0.696 0.917 0.008
H -1.8565 -2.0516 1.2603 -0.241 0.424 -0.419 0.001
H 2.9891 -1.6290 -1.2308 0.428 -0.315 -1.379 0.120
H -1.8847 1.3151 -0.1936 0.436 3.773 -1.162 0.000
H -0.5472 1.1455 -1.9978 -2.010 0.381 -1.171 0.009
H -2.4313 -0.1963 -0.7452 -0.687 -0.555 -1.311 0.001
H -0.3595 1.1904 1.8141 -0.094 0.000 -0.246 0.001
H -2.8351 0.3519 0.8244 -0.480 -0.085 0.804 0.002
H -0.2011 -2.0601 1.3949 0.804 -0.767 -0.587 0.002
H -1.0069 -2.2639 -0.3203 0.352 -0.077 1.111 0.003
```
Forces are in eV/Å.

## Properties
HOMO-LUMO gap (spin up / spin down) in eV: 6.2 / 9.5
HOMO level (spin up / spin down) in eV: -5.704 / -10.480
Total energy in hartree: -569.6821
Relative energy (zero: lowest compared OMol25 entry of this formula, charge and spin) in kJ/mol: 0.0
Spin multiplicity: 3


[3]
Here is a structure of composition C25H32BrHfN8O3 at a distorted geometry from the Open Molecules 2025 dataset. Energies are from ωB97M-V with the def2-TZVPD basis set.

XYZ file:
```
70
Properties=species:S:1:pos:R:3:forces:R:3:mulliken_charge:R:1
Hf 0.0877 -0.2913 0.7689 -0.212 0.152 -0.321 1.406
Br 0.3570 2.3102 0.5686 0.219 0.609 -0.138 -0.566
O -2.1080 1.5797 -1.9730 0.206 -0.124 0.058 -0.807
O -1.5232 -0.0327 -0.5450 0.142 0.185 -0.018 -0.663
O 4.1711 -1.8528 1.7158 0.031 -0.064 -0.012 -0.662
N 0.2065 4.1825 -2.6931 0.060 -0.069 0.218 -0.372
N -0.7993 2.6585 -4.0689 0.116 -0.074 0.085 -0.085
N -1.6826 -1.5362 2.6375 0.064 -0.009 -0.110 -0.379
N 0.0464 -1.2608 -2.0838 -0.131 0.240 -0.225 -0.410
N 2.3101 -0.1489 -0.4044 0.206 -0.395 0.183 0.016
N 1.9635 -2.3966 1.5291 0.089 -0.097 -0.071 0.158
N 1.2317 -0.2818 3.0329 -0.186 -0.040 -0.177 0.119
N 0.9619 3.9203 -4.8700 -0.030 0.092 0.047 -0.407
C -0.9344 1.7942 -5.2355 0.042 -0.107 -0.033 -0.833
C -1.8980 0.6566 -4.9005 -0.103 -0.036 0.103 -1.148
C -1.4870 0.5581 -1.6924 -0.095 -0.098 -0.059 0.586
C -2.7367 -1.8537 3.3928 0.089 -0.012 0.074 -0.634
C -1.4936 -0.2564 2.2609 -0.844 0.247 0.645 0.776
C 3.1277 -1.8815 1.0850 -0.144 0.010 0.042 0.532
C 0.9548 0.8226 3.7520 0.037 0.034 -0.042 -0.188
C 1.8681 -2.6553 2.9402 -0.063 0.162 -0.061 -1.788
C 1.1944 -1.5291 5.0676 0.043 0.008 0.094 -0.912
C -0.5896 -0.1179 -2.7430 -0.064 -0.239 0.144 0.429
C 3.3716 0.3124 -2.4943 0.039 -0.026 -0.048 -0.575
C 0.8698 -0.3974 5.7873 0.003 -0.031 0.014 -0.347
C -3.4540 0.4005 3.4900 -0.037 0.026 0.033 -0.439
C -1.3490 -0.4858 -4.0300 -0.042 0.144 -0.022 -0.984
C 1.3863 -1.4352 3.6965 0.103 0.064 -0.055 1.262
C 0.1114 3.5830 -3.8837 0.142 -0.033 -0.209 0.804
C 0.7196 -2.4110 0.7246 0.565 -0.700 -0.185 -1.128
C 0.7744 0.8143 5.1139 0.001 0.007 0.115 -0.883
C -4.8466 -1.3556 4.6793 0.039 0.004 -0.078 -1.440
C 2.4821 0.6185 -1.4843 -0.008 0.101 0.012 -0.344
C 4.1520 -0.8304 -2.3748 0.023 0.052 -0.056 -0.618
C 4.0451 -1.5857 -1.2227 0.115 -0.058 0.000 -0.743
C -2.3786 0.7361 2.6867 -0.096 -0.056 0.097 -0.744
C -3.6628 -0.9272 3.8547 0.001 -0.012 -0.003 0.866
C 3.1162 -1.2139 -0.2661 -0.030 0.149 -0.002 0.507
H -5.6420 -1.7327 4.0320 0.003 0.005 0.041 0.275
H -2.2349 0.2299 -5.8450 -0.014 -0.053 0.005 0.489
H -0.6756 -1.0992 -4.6340 0.055 0.006 -0.007 0.407
H -2.2303 1.7652 2.3846 0.028 0.010 -0.041 0.443
H -2.7812 1.0848 -4.4219 0.022 0.036 -0.062 0.340
H 4.6872 -2.4366 -1.0327 -0.053 0.049 -0.018 0.499
H 0.6932 -1.7253 -2.7115 0.147 0.060 0.006 0.303
H 0.0168 -3.0554 1.2478 -0.068 -0.023 0.055 0.334
H 1.2156 -3.5066 3.1231 -0.098 -0.018 -0.006 0.442
H -5.2531 -0.5195 5.2483 0.025 -0.033 0.008 0.372
H 4.8596 -1.1008 -3.1493 -0.031 0.004 0.038 0.452
H 0.0464 1.4022 -5.5290 0.003 -0.012 0.011 0.457
H -1.3375 2.3593 -6.0781 0.009 0.068 -0.003 0.588
H -4.1440 1.1664 3.8334 0.033 -0.049 -0.025 0.391
H -2.1897 -1.1270 -3.7524 0.007 -0.056 -0.049 0.357
H 0.7081 -0.4505 6.8574 0.013 -0.004 -0.058 0.446
H 3.4597 0.9668 -3.3524 0.013 -0.019 0.042 0.454
H -0.2608 3.7618 -1.9003 -0.067 -0.012 0.076 0.132
H 0.8581 1.7440 3.1940 -0.026 -0.039 -0.032 0.312
H -2.8402 -2.9045 3.6604 -0.003 0.084 -0.036 0.375
H 1.8867 1.5226 -1.5141 -0.060 -0.044 -0.019 0.442
H 1.5476 4.7287 -4.7522 0.016 0.033 -0.041 0.228
H -1.3126 2.3388 -3.2317 -0.421 0.046 0.126 0.133
H -0.6722 -1.9387 -1.8571 -0.024 -0.131 0.075 0.329
H 0.9389 -2.8915 -0.2302 0.023 -0.017 -0.035 0.377
H -4.5805 -2.1541 5.3735 -0.015 0.040 -0.017 0.384
H 0.5438 1.7347 5.6339 0.028 -0.045 -0.037 0.458
H 0.7425 3.6635 -5.8171 0.000 -0.029 -0.005 0.217
H 2.8644 -2.8945 3.3048 0.069 -0.062 0.073 0.513
H 1.0000 4.7569 -2.4666 0.004 0.057 -0.084 0.240
H 1.3178 -2.4906 5.5520 -0.019 0.057 -0.007 0.456
H 0.2021 0.5912 -2.9883 0.111 0.083 -0.012 -0.006
```
Forces are in eV/Å.

## Properties
HOMO-LUMO gap in eV: 8.1
HOMO level in eV: -10.388
Total energy in hartree: -4257.6550
Relative energy (zero: lowest compared OMol25 entry of this formula, charge and spin) in kJ/mol: 65.1
Spin multiplicity: 1
Net charge: +1


[4]
Here is a structure of composition C10H12DyI2InO5S at a distorted geometry from the Open Molecules 2025 dataset. Energies are from ωB97M-V with the def2-TZVPD basis set.

XYZ file:
```
32
Properties=species:S:1:pos:R:3:forces:R:3:lowdin_spin:R:1
Dy -0.7578 -1.2394 -1.0035 -0.595 -0.878 -2.259 5.063
I -2.9938 -1.4161 -3.4699 0.589 0.864 0.586 -0.010
I -2.2171 1.1828 -2.8220 -0.194 -1.246 -0.493 -0.010
In 1.7322 1.4357 0.3521 -0.805 0.118 -0.088 -0.001
S 1.6614 -0.0917 -1.5945 0.419 0.211 0.831 -0.005
O -2.7824 -3.3408 1.4104 2.450 2.663 -2.963 0.000
O -0.8454 0.3889 0.2446 -0.985 3.595 2.500 -0.012
O -0.4019 3.4429 1.8110 0.053 -2.964 -2.027 0.001
O 0.7730 -2.4659 2.1888 -2.354 0.797 -4.899 -0.001
O 2.2987 -0.0646 3.7396 -1.363 1.592 -4.589 0.000
C 3.3102 -1.0118 -1.3661 0.958 -0.614 0.040 -0.001
C -0.2685 2.4494 1.1256 3.299 4.254 2.409 0.000
C -2.7051 1.8476 0.9074 0.398 -0.601 0.849 0.000
C 3.1858 -2.1963 -2.3122 -0.390 -0.137 -0.460 0.000
C 4.3928 -0.0466 -1.8214 -0.316 0.264 -0.331 0.000
C 2.0075 0.3035 2.6856 1.648 -1.416 4.614 0.000
C 0.3045 -2.2608 1.1465 3.103 -0.957 5.266 -0.016
C -1.2721 1.5154 0.7469 -3.102 -3.232 -1.349 0.002
C -2.1883 -2.6890 0.6727 -3.250 -2.940 2.892 -0.012
C 3.5795 -1.4385 0.0662 -0.111 -0.346 0.097 0.000
H -3.3016 0.9432 1.0677 0.074 -0.037 -0.380 0.000
H 2.4288 -2.9224 -1.9931 0.112 -0.015 0.177 0.000
H 4.1698 0.3438 -2.8146 0.208 -0.004 -0.037 0.000
H 4.4850 0.7991 -1.1366 0.078 0.150 0.122 0.000
H 2.9115 -2.2142 0.4493 0.010 0.029 -0.152 0.000
H 3.5861 -0.6135 0.7812 0.042 0.328 0.040 0.000
H -3.1154 2.3912 0.0375 0.170 0.138 0.202 0.000
H 4.5975 -1.8477 0.1213 -0.190 0.012 -0.111 0.000
H 4.1342 -2.7346 -2.4238 -0.105 0.189 0.143 0.000
H 2.8825 -1.8408 -3.2993 0.228 -0.106 -0.120 0.000
H -2.8158 2.4506 1.8269 0.046 0.302 -0.495 0.000
H 5.3607 -0.5552 -1.8419 -0.123 -0.012 -0.013 0.000
```
Forces are in eV/Å.

## Properties
HOMO-LUMO gap (spin up / spin down) in eV: 6.0 / 6.1
HOMO level (spin up / spin down) in eV: -22.488 / -22.493
Total energy in hartree: -2831.4912
Relative energy (zero: lowest compared OMol25 entry of this formula, charge and spin) in kJ/mol: 0.0
Spin multiplicity: 6
Net charge: +4


- spin multiplicity of number 2 (C6H10N2O3)?
  3


- Which of these has the lowest total energy?
  C43H28BrI2N9O5Sr


- The lowest total energy belongs to which entry?
  C43H28BrI2N9O5Sr